A structure of composition C23H17Br2Cl2IrN3O3S, computed with ωB97M-V/def2-TZVPD.

- Lowest unoccupied orbital energy (spin up / spin down): -0.23713 / -0.33715 Ha
- Net charge: +2
- HOMO level (spin up / spin down): -13.518 / -13.510 eV
- <S²>: 0.77
- Energy relative to the best compared isomer or geometry (same formula, charge and spin): 0.000 eV
- Multiplicity: 2
- Frontier orbital gap (spin up / spin down): 7.06 / 4.34 eV

Cartesian coordinates (Å):
N1 -1.369 0.762 -1.512
H1 -5.652 -0.681 1.028
H2 0.736 3.110 1.606
C1 0.520 -0.823 -4.158
H3 0.806 -2.787 6.001
C2 1.715 2.778 1.285
C3 1.757 -3.070 4.247
O1 2.253 -4.139 4.500
N2 1.294 -1.203 0.996
H4 2.355 3.603 0.994
C4 -3.076 2.157 -2.406
C5 2.480 -1.431 0.406
Br1 2.559 1.752 2.640
C6 -2.360 1.620 -1.335
C7 -1.243 0.467 -5.193
H5 -4.804 1.395 4.693
C8 -2.755 1.787 -3.688
C9 -1.223 -1.735 -0.081
C10 3.250 -2.677 2.287
H6 0.859 -1.387 5.019
H7 0.172 -0.695 -6.275
C11 1.078 -1.697 2.230
H8 3.984 -3.288 2.798
N3 0.916 -2.390 5.078
H9 2.605 -1.045 -0.595
H10 0.104 -1.524 2.666
C12 2.029 -2.429 2.906
O2 0.770 -0.806 -1.781
Ir1 -0.166 -0.182 -0.112
C13 0.121 -0.440 -2.898
C14 -1.689 0.897 -3.917
Br2 1.481 1.809 -0.413
O3 -1.816 -2.688 -0.046
Cl1 -2.055 1.013 -6.607
C15 -4.465 0.987 3.752
C16 -2.697 0.559 2.151
C17 -4.939 -0.189 1.676
Cl2 1.883 -1.845 -4.334
C18 -3.146 1.101 3.386
H11 -3.877 2.854 -2.207
H12 4.413 -2.319 0.510
C19 3.479 -2.155 1.028
C20 -0.169 -0.372 -5.301
H13 -3.312 -0.473 0.341
C21 -3.626 -0.083 1.297
C22 -5.364 0.340 2.904
H14 -6.402 0.246 3.193
H15 -3.305 2.182 -4.532
C23 -0.997 0.409 -2.789
H16 -2.597 1.894 -0.317
H17 -2.434 1.598 4.034
S1 -1.031 0.755 1.856

***

The molecule C7H10NOP, computed with ωB97M-V/def2-TZVPD.

- Lowest unoccupied orbital energy (spin up / spin down): -0.02314 / -0.01765 Ha
- HOMO level (spin up / spin down): -9.434 / -7.935 eV
- Energy relative to the best compared isomer or geometry (same formula, charge and spin): 7.912 eV
- Frontier orbital gap (spin up / spin down): 8.80 / 7.45 eV

Cartesian coordinates (Å):
C1 1.553 -0.760 0.574
H1 -1.326 -0.554 -2.051
H2 -2.225 -2.208 -0.260
C2 -0.620 -0.344 -1.252
P1 -1.313 -0.302 0.411
C3 0.584 0.204 -1.475
H3 0.797 3.167 -0.714
H4 0.346 3.224 1.124
N1 1.054 1.437 0.761
H5 1.086 0.234 -2.488
C4 1.546 -1.626 1.407
C5 -1.640 -2.069 0.594
O1 -2.403 0.696 0.451
C6 0.421 2.658 0.227
H6 1.318 -2.545 1.902
H7 -0.612 2.474 -0.067
C7 1.511 0.470 -0.251
H8 -0.677 -2.546 0.329
H9 2.617 0.884 -0.665
H10 -2.017 -2.495 1.442

***

A structure of composition C16H21AsAuN3S2, computed with ωB97M-V/def2-TZVPD.

- Lowest unoccupied orbital energy (spin up / spin down): -0.27988 / -0.29679 Ha
- Net charge: +2
- HOMO level (spin up / spin down): -13.603 / -15.397 eV
- <S²>: 2.02
- Multiplicity: 3
- Frontier orbital gap (spin up / spin down): 5.99 / 7.32 eV

Cartesian coordinates (Å):
C1 3.237 -0.907 1.069
S1 0.398 -2.058 -3.215
H1 -0.095 -0.752 -5.137
C2 2.002 -1.195 -1.101
C3 -4.690 2.994 1.548
C4 3.060 -0.673 -2.069
C5 1.199 -3.342 -0.308
As1 -3.178 1.916 1.096
H2 -1.751 0.374 2.436
S2 -1.727 3.244 0.184
H3 3.839 -1.755 0.772
H4 -4.349 3.820 2.167
H5 3.014 -1.185 -3.030
H6 -4.484 -0.081 0.454
C6 0.075 -0.687 -4.066
C7 1.705 1.207 1.777
C8 -2.480 1.138 2.698
H7 -5.135 3.381 0.634
H8 4.310 -0.595 2.897
H9 1.070 2.051 2.013
H10 4.053 -0.832 -1.646
H11 2.875 1.352 3.558
C9 0.180 0.325 -2.002
C10 -3.715 0.495 -0.061
H12 -4.120 0.917 -0.977
C11 2.713 0.819 2.632
C12 0.006 0.526 -3.329
H13 -2.016 1.922 3.292
H14 -5.414 2.391 2.092
C13 3.499 -0.260 2.263
H15 -2.853 -0.135 -0.274
C14 0.522 -1.062 -1.586
Au1 -0.202 1.625 -0.488
N1 2.187 -2.624 -0.892
H16 -3.302 0.691 3.255
H17 3.019 -3.073 -1.244
H18 2.941 0.397 -2.231
C15 2.204 -0.473 0.251
N2 -0.425 -1.605 -0.661
H19 1.406 -4.365 -0.031
N3 1.459 0.577 0.614
H20 -0.219 1.474 -3.796
H21 -0.770 -3.236 0.540
C16 -0.049 -2.740 -0.098

***

The molecule C3H5N3O, computed with ωB97M-V/def2-TZVPD.

- Lowest unoccupied orbital energy: 0.01454 Ha
- HOMO level: -8.709 eV
- Energy relative to the best compared isomer or geometry (same formula, charge and spin): 2.657 eV
- SMILES: Cc1nnc(O)[nH]1
- Frontier orbital gap: 9.10 eV

Cartesian coordinates (Å):
H1 3.293 0.483 -0.266
H2 -2.122 -0.469 1.174
N1 -0.149 1.436 0.023
N2 0.476 -0.720 -0.131
C1 -2.008 -0.147 -0.027
H3 0.807 -1.775 0.275
H4 -2.535 -0.881 -0.732
C2 1.520 0.104 -0.070
O1 2.824 -0.274 0.038
N3 1.193 1.390 -0.045
C3 -0.606 0.192 -0.128
H5 -2.693 0.660 -0.111

***

The ion C5H12N3 with charge +1, computed with ωB97M-V/def2-TZVPD.

- Lowest unoccupied orbital energy (spin up / spin down): -0.16772 / -0.16773 Ha
- Net charge: +1
- HOMO level (spin up / spin down): -12.131 / -12.131 eV
- Energy relative to the best compared isomer or geometry (same formula, charge and spin): 5.182 eV
- Frontier orbital gap (spin up / spin down): 7.57 / 7.57 eV

Cartesian coordinates (Å):
H1 -0.052 2.030 -2.038
H2 -1.972 -2.567 0.586
H3 0.807 -1.809 2.373
H4 -1.295 2.441 -0.858
C1 2.129 1.265 -1.293
C2 -1.238 -2.293 1.335
H5 1.838 1.007 -2.395
C3 -0.937 -0.013 0.268
C4 -0.815 1.608 -1.367
C5 0.490 -0.967 1.859
H6 -1.555 1.065 -1.804
H7 -0.444 -3.007 1.359
N1 -0.058 0.731 -0.491
N2 1.213 0.554 -0.416
H8 2.164 2.415 -1.295
N3 -0.533 -1.028 1.127
H9 -1.896 -2.273 2.182
H10 -2.035 0.234 0.113
H11 1.163 -0.222 1.707
H12 3.028 0.828 -0.952

***

The ion C3H8NO2 with charge +1, computed with ωB97M-V/def2-TZVPD.

- Lowest unoccupied orbital energy: -0.14551 Ha
- Net charge: +1
- HOMO level: -15.980 eV
- Energy relative to the best compared isomer or geometry (same formula, charge and spin): 3.355 eV
- SMILES: C[C@@H]1O[C@]1([NH3+])O
- Frontier orbital gap: 12.02 eV

Cartesian coordinates (Å):
H1 2.689 -0.287 0.429
H2 -2.493 0.169 -0.801
H3 -2.422 -0.038 0.879
H4 -0.481 1.285 0.636
H5 2.212 1.142 -0.411
N1 1.864 0.431 0.203
O1 0.037 0.702 -1.298
H6 1.588 0.899 1.039
C1 -1.926 -0.267 0.037
H7 -1.680 -1.330 0.125
C2 0.640 -0.119 -0.424
H8 1.307 -2.091 -1.093
O2 0.817 -1.573 -0.463
C3 -0.590 0.481 -0.044

***

Q: What is the formula in the first record?
A: C23H17Br2Cl2IrN3O3S